Record 1
Entry from the Open Molecules 2025 dataset: C4H6INS in the gas phase (wB97M-V/def2-TZVPD).

Calculated values
* HOMO energy (alpha / beta): -6.968 / -8.365 eV
* 2S+1: 1
* total energy: -24665.090 eV
* energy relative to the best compared isomer or geometry (same formula, charge and spin): 5.368 eV
* F_max: 4.4 eV Å⁻¹
* gap between HOMO and LUMO (alpha / beta): 5.569 / 8.747 eV
* charge: 0

Last column: Löwdin charge in e.
Positions of all 13 atoms, in Å:
C (-1.89125, -0.61388, -0.67432)  -0.54
C (0.95059, 0.62778, 0.34555)  -0.52
C (-1.55708, -1.63069, 0.09536)  -0.37
C (1.63491, 1.83117, -0.09352)  -0.24
N (-0.14939, -1.74667, 0.08568)  -0.44
S (0.82698, -0.68883, -0.75241)  0.92
I (-3.94011, 0.16394, -1.02077)  0.60
H (-2.06682, -2.21933, 0.83050)  0.10
H (0.45763, 0.37750, 1.52505)  0.17
H (2.21441, 2.21344, 0.76493)  0.07
H (0.93009, 2.57126, -0.52152)  0.08
H (2.37528, 1.75316, -0.97691)  0.10
H (0.21477, -2.63886, 0.39239)  0.08

=====

Record 2
Entry from the Open Molecules 2025 dataset: a 2-piece molecular cluster, C4H6IO3 overall (wB97M-V/def2-TZVPD).

Calculated values
* HOMO energy: -3.368 eV
* 2S+1: 1
* total energy: -18490.958 eV
* energy relative to the best compared isomer or geometry (same formula, charge and spin): 0.730 eV
* F_max: 3.5 eV Å⁻¹
* gap between HOMO and LUMO: 6.058 eV
* charge: -1

Last column: Löwdin charge in e.
Positions of all 14 atoms, in Å:
I (1.72835, 0.95430, -5.16858)  -0.98
C (-0.72329, 1.09824, -0.56853)  -0.02
C (0.29510, 0.14382, 0.01502)  -0.36
C (0.08876, 0.05589, 1.53274)  -0.08
O (0.01450, -1.36497, 1.82758)  0.06
C (0.02924, -2.04273, 0.66098)  -0.52
O (-0.15652, -3.24444, 0.45887)  0.11
O (0.14610, -1.16115, -0.34521)  0.10
H (-0.53580, 2.08814, -0.15253)  0.09
H (-1.74279, 0.77772, -0.35408)  0.09
H (-0.59498, 1.22098, -1.64397)  0.08
H (1.31325, 0.43452, -0.24376)  0.16
H (-0.79268, 0.59925, 1.87321)  0.12
H (0.93074, 0.44048, 2.10829)  0.13

=====

Record 3
Entry from the Open Molecules 2025 dataset: C4H6InO3 as an isolated structure (wB97M-V/def2-TZVPD).

Calculated values
* HOMO energy: -24.540 eV
* 2S+1: 1
* total energy: -15519.188 eV
* energy relative to the best compared isomer or geometry (same formula, charge and spin): 2.580 eV
* F_max: 4.6 eV Å⁻¹
* gap between HOMO and LUMO: 3.747 eV
* charge: +3

Last column: Löwdin charge in e.
Positions of all 14 atoms, in Å:
In (1.00638, 19.04696, 7.12402)  2.01
C (-2.63160, 15.71821, 6.28538)  0.06
C (-2.03723, 17.03766, 5.83507)  -0.21
C (-3.16811, 18.09573, 5.74285)  0.04
O (-2.61707, 19.22128, 6.30473)  0.29
C (-1.56338, 18.84830, 7.02253)  -0.45
O (-0.94079, 19.74785, 7.70255)  0.13
O (-1.18628, 17.60769, 6.76117)  0.10
H (-3.37648, 15.72644, 7.08110)  0.13
H (-1.89740, 14.99529, 6.64098)  0.13
H (-3.19773, 15.24041, 5.48581)  0.14
H (-1.51373, 16.95350, 4.88272)  0.22
H (-4.09240, 17.76882, 6.21921)  0.21
H (-3.37129, 18.35389, 4.70354)  0.20

=====

Record 4
Entry from the Open Molecules 2025 dataset: C4H6KO7 as an isolated structure (wB97M-V/def2-TZVPD).

Calculated values
* HOMO energy: -14.028 eV
* 2S+1: 1
* total energy: -34898.916 eV
* energy relative to the best compared isomer or geometry (same formula, charge and spin): 0.000 eV
* F_max: 1.3 eV Å⁻¹
* gap between HOMO and LUMO: 10.375 eV
* charge: +1

Last column: Löwdin charge in e.
Positions of all 18 atoms, in Å:
O (-0.99616, 1.07018, -0.82642)  0.06
C (-0.36826, 0.39621, 0.20039)  -0.28
C (0.67739, -0.55926, -0.36048)  -0.06
O (1.64460, 0.14792, -1.12446)  0.07
C (2.55579, 0.83543, -0.44603)  -0.62
O (2.54829, 0.98821, 0.75417)  0.12
O (3.38235, 1.41566, -1.29611)  0.19
H (-1.34860, 1.91670, -0.52704)  0.15
H (0.00713, 1.07867, 0.97032)  0.17
H (0.21645, -1.26588, -1.06050)  0.16
H (1.15183, -1.09758, 0.46780)  0.15
H (4.01322, 1.96007, -0.80555)  0.15
O (-2.69446, -0.91724, -0.79100)  0.20
C (-2.32400, -1.14848, 0.44039)  -0.63
O (-1.32370, -0.43792, 0.97264)  0.05
O (-2.83567, -2.02154, 1.11601)  -0.03
K (-2.06048, -2.24100, 3.46641)  1.02
H (-2.24572, -0.12013, -1.15053)  0.12

=====

Record 5
Entry from the Open Molecules 2025 dataset: C4H6LaLiO2 as an isolated structure (wB97M-V/def2-TZVPD).

Calculated values
* HOMO energy: -16.045 eV
* 2S+1: 1
* total energy: -9385.717 eV
* energy relative to the best compared isomer or geometry (same formula, charge and spin): 0.820 eV
* F_max: 3.8 eV Å⁻¹
* gap between HOMO and LUMO: 7.112 eV
* charge: +2

Last column: Löwdin charge in e.
Positions of all 14 atoms, in Å:
O (1.25656, -1.38589, 0.74924)  -0.50
C (0.47277, -2.34797, 0.37512)  -0.43
C (-0.59126, -2.81939, -0.01400)  0.08
Li (1.96783, -1.66206, 2.44941)  0.87
La (0.96901, 0.91214, -0.17488)  2.27
H (-0.61210, -3.95051, -0.09753)  0.09
C (-1.47569, 0.86643, -1.04668)  -0.26
C (-1.73792, 2.27739, -0.55696)  -0.30
O (-0.56771, 2.66830, 0.25171)  -0.32
H (-2.15262, 0.17827, -0.51790)  0.06
H (-1.59279, 0.81383, -2.13869)  0.06
H (-2.59323, 2.32638, 0.13183)  0.13
H (-1.87560, 3.01989, -1.35490)  0.13
H (-0.69529, 3.46481, 0.77388)  0.12

=====

Record 6
Entry from the Open Molecules 2025 dataset: C4H6LaMgO4 as an isolated structure (wB97M-V/def2-TZVPD).

Calculated values
* HOMO energy (alpha / beta): -12.180 / -12.179 eV
* 2S+1: 1
* total energy: -18730.758 eV
* energy relative to the best compared isomer or geometry (same formula, charge and spin): 0.719 eV
* F_max: 6.4 eV Å⁻¹
* gap between HOMO and LUMO (alpha / beta): 6.978 / 6.977 eV
* charge: +1

Last column: Löwdin charge in e.
Positions of all 16 atoms, in Å:
O (4.29825, 0.26169, 0.81243)  -0.83
La (3.28111, -1.22625, -0.45408)  1.82
O (1.02021, 2.13096, 0.08392)  -0.18
C (1.47969, 1.17781, 0.82976)  -0.33
C (0.78099, -0.02032, 0.94785)  -0.28
O (-0.55112, 0.05871, 0.51761)  -0.23
C (-1.08921, -0.94769, -0.34916)  -0.18
C (-2.39576, -0.36764, -0.88934)  -0.34
O (-2.21227, 0.91861, -1.38488)  -0.32
Mg (-0.85626, 1.87421, -0.46834)  1.08
H (2.79824, 1.28882, 1.25959)  0.18
H (0.94922, -0.69254, 1.79852)  0.11
H (-1.21619, -1.88942, 0.20368)  0.14
H (-0.37693, -1.12040, -1.17487)  0.11
H (-3.14270, -0.38087, -0.06892)  0.13
H (-2.76729, -1.06569, -1.66377)  0.13

=====

Record 7
Entry from the Open Molecules 2025 dataset: C4H6MgO2 as an isolated structure (wB97M-V/def2-TZVPD).

Calculated values
* HOMO energy (alpha / beta): -11.642 / -12.603 eV
* 2S+1: 2
* total energy: -13770.821 eV
* energy relative to the best compared isomer or geometry (same formula, charge and spin): 2.786 eV
* F_max: 5.7 eV Å⁻¹
* gap between HOMO and LUMO (alpha / beta): 7.056 / 7.358 eV
* charge: +1
* expectation value of S²: 0.822

Last column: Löwdin charge in e.
Positions of all 13 atoms, in Å:
C (-0.49972, 0.03666, -0.96562)  -0.12
O (-0.28156, -0.52226, -2.17099)  0.09
H (-1.37014, 0.69333, -1.02238)  0.15
H (0.33063, -1.26630, -2.12578)  0.13
C (0.66469, 1.73405, -0.01554)  0.22
C (0.52663, 0.79413, 1.11649)  -0.25
H (1.69582, 2.12079, -0.05432)  0.05
H (-0.37737, 1.26763, 1.57134)  0.16
H (1.37671, 0.68532, 1.80742)  0.12
C (0.15831, -0.53121, 0.51267)  -0.27
O (-1.12540, -0.98121, 0.31451)  -0.41
Mg (-2.06028, -2.76295, 0.63920)  0.97
H (0.96169, -1.26797, 0.39301)  0.16

=====

Record 8
Entry from the Open Molecules 2025 dataset: C4H6MgO5Sn as an isolated structure (wB97M-V/def2-TZVPD).

Calculated values
* HOMO energy (alpha / beta): -1.600 / -1.760 eV
* 2S+1: 2
* total energy: -25754.568 eV
* energy relative to the best compared isomer or geometry (same formula, charge and spin): 2.629 eV
* F_max: 7.5 eV Å⁻¹
* gap between HOMO and LUMO (alpha / beta): 4.681 / 4.778 eV
* charge: -1
* expectation value of S²: 0.769

Last column: Löwdin charge in e.
Positions of all 17 atoms, in Å:
O (-1.62333, 1.71648, 0.60951)  -0.44
C (-2.37029, 0.71281, 0.00680)  -0.35
C (-1.48797, -0.30151, -0.71985)  -0.19
O (-0.45190, -0.62990, 0.20818)  -0.38
C (0.62523, -1.44807, -0.16681)  -0.08
Sn (0.06354, 1.06762, 1.15604)  1.16
H (-3.08617, 1.10970, -0.73838)  0.11
H (-2.96731, 0.15944, 0.76129)  0.11
H (-1.02602, 0.14330, -1.61644)  0.13
H (-2.02713, -1.22132, -0.99138)  0.13
H (1.20491, -1.03855, -1.00455)  0.10
H (0.30655, -2.49398, -0.24060)  0.10
O (1.64201, -0.95281, 1.20332)  -0.18
C (2.53626, 0.07497, 1.02604)  -0.78
O (1.95821, 1.29553, 1.02166)  -0.53
O (3.50896, -0.04854, 0.18910)  -0.23
Mg (3.19445, 1.85481, -0.70395)  0.32